Record 1
Entry from OMol25: a structure of composition C28H23CoN5OS (ωB97M-V/def2-TZVPD).

As for the expectation value of S²: 3.82. The value obtained for the frontier orbital gap (alpha / beta) is 3.534 / 5.596 eV. For the electronic energy, the calculation gives -87366.5979 eV. The value obtained for the HOMO energy (alpha / beta) is -0.161 / -0.282 Eh. The spin multiplicity is 4. As for the strongest force on any atom: 0.02510 Eh/bohr.

Geometry as XYZ:
```
59
Properties=species:S:1:pos:R:3:forces:R:3
Co -1.090813 0.754621 0.496029 0.51 -0.08 -0.14
C -0.925656 4.109044 -2.088790 -0.04 0.10 -0.08
C -0.524500 3.063027 -1.279608 0.15 -0.05 0.01
N -1.395779 2.289442 -0.617125 -0.35 0.43 -0.39
C -2.722215 2.549722 -0.731831 0.15 -0.03 0.01
C -3.215956 3.578479 -1.569781 0.19 0.08 -0.05
C -2.275852 4.371189 -2.250335 -0.06 -0.17 0.17
C -4.617292 3.743885 -1.678907 -0.17 0.04 -0.01
C -5.474670 2.917095 -0.968237 0.04 -0.06 0.07
C -5.002471 1.929297 -0.123179 -0.27 0.00 0.03
C -3.608940 1.713748 0.027512 0.29 -0.07 0.07
N -2.936218 0.803551 0.785945 -1.28 -0.19 0.01
C -3.401579 -0.221193 1.554476 0.29 0.15 -0.03
C -4.734740 -0.616973 1.838785 -0.28 0.00 0.05
C -4.987527 -1.725331 2.624536 0.02 0.11 -0.04
C -3.961422 -2.486019 3.167885 -0.16 -0.06 0.04
C -2.609953 -2.139838 2.924306 0.21 -0.07 0.02
C -1.511757 -2.866014 3.416876 -0.12 0.20 -0.10
C -0.228015 -2.433594 3.126892 -0.01 -0.08 0.07
C -0.046426 -1.311521 2.341691 0.10 0.04 -0.01
N -1.072107 -0.612286 1.836618 -0.28 -0.56 0.40
C -2.339004 -1.003201 2.123507 0.17 0.10 0.07
H -0.176960 4.704411 -2.592040 0.01 -0.01 0.00
H 0.520371 2.816842 -1.151845 -0.02 -0.06 0.05
H -2.622211 5.177076 -2.884502 0.02 0.00 -0.02
H -5.009452 4.525123 -2.317028 0.02 -0.01 -0.02
H -6.545112 3.043613 -1.065102 0.01 0.04 0.00
H -5.723333 1.346303 0.419482 0.01 0.01 -0.02
H -5.575803 -0.060889 1.468036 0.01 -0.04 -0.01
H -6.017679 -1.993380 2.819957 0.01 -0.03 0.02
H -4.182800 -3.342072 3.792114 0.02 -0.02 -0.03
H -1.688619 -3.748752 4.017864 0.03 0.00 0.02
H 0.637366 -2.964986 3.496677 0.00 0.02 0.00
H 0.941353 -0.951632 2.093166 -0.03 0.02 -0.10
N -1.516857 -2.230894 -0.785406 0.13 -0.06 -0.01
N -1.506156 -0.852896 -1.152112 -0.03 0.17 0.05
H -1.891325 -2.806668 -1.528676 -0.11 -0.02 -0.01
H -2.090637 -2.348130 0.038253 -0.04 0.04 0.05
H -2.349929 -0.577400 -1.647646 -0.02 -0.02 -0.07
H -0.712084 -0.715680 -1.763303 0.10 0.13 0.06
C 7.967926 -3.182801 -1.324634 0.03 -0.19 0.15
C 7.906856 -1.871201 -0.604229 0.06 0.20 -0.13
O 8.007097 -1.710029 0.573393 -0.07 -0.12 -0.03
S 7.613900 -0.448496 -1.747972 -0.22 0.02 0.14
C 5.930275 -0.124517 -1.225285 0.32 -0.03 -0.14
C 4.911814 -0.329000 -2.150402 -0.04 0.04 0.13
C 3.597673 -0.094290 -1.785754 0.07 0.03 0.06
C 3.282298 0.331499 -0.490023 0.07 -0.08 -0.13
C 4.320702 0.533751 0.424101 0.04 0.01 -0.03
C 5.639037 0.319028 0.058565 -0.11 -0.01 -0.06
C 1.915895 0.531486 -0.124597 -0.20 0.13 0.12
C 0.744767 0.683517 0.173972 0.83 -0.07 -0.17
H 8.308599 -3.979205 -0.664230 0.01 0.06 0.01
H 8.606601 -3.097313 -2.202203 0.01 -0.01 -0.02
H 6.958659 -3.408100 -1.676315 0.02 0.01 -0.05
H 5.159946 -0.675800 -3.144766 -0.03 0.00 -0.01
H 2.796197 -0.250162 -2.495457 0.00 -0.01 -0.01
H 4.084509 0.870455 1.424755 -0.02 0.00 0.00
H 6.440010 0.474061 0.765929 0.03 0.02 0.03
```
Positions in Å, forces in eV/Å.

Record 2
Entry from OMol25: the molecule C4H7NO (ωB97M-V/def2-TZVPD).

The value obtained for the frontier orbital gap is 10.575 eV. For the electronic energy, the calculation gives -7796.1945 eV. The calculation puts the energy above the lowest of the compared OMol25 structures with the same formula, charge and spin at 79.6 kcal per mole. The value obtained for the HOMO energy is -0.346 Eh. The SMILES is C1N[C@H]1[C@H]1CO1. As for the strongest force on any atom: 0.03331 Eh/bohr.

Geometry as XYZ:
```
13
Properties=species:S:1:pos:R:3:forces:R:3
C -1.794316 -0.286375 -0.016640 -0.03 -0.26 -0.06
N -1.167433 0.997786 0.277777 0.12 0.14 0.14
C -0.565211 0.146115 -0.749967 0.28 0.05 -0.13
C 0.802239 -0.439658 -0.454718 0.32 0.66 -0.08
C 1.772873 0.174952 0.469752 0.09 0.45 0.17
O 0.930009 -0.890846 0.880101 0.03 -0.22 0.13
H -1.725342 -1.077358 0.726862 0.17 0.12 -0.14
H -2.770954 -0.205923 -0.496719 0.34 -0.09 -0.04
H -0.626591 0.879993 1.134035 -0.07 0.08 -0.08
H -0.721792 0.501318 -1.767450 0.21 0.02 0.17
H 1.453080 -0.850039 -1.215207 -0.99 -1.31 -0.49
H 2.818293 -0.152038 0.454284 -0.27 0.39 -0.35
H 1.595143 1.202067 0.757887 -0.20 -0.06 0.75
```
Positions in Å, forces in eV/Å.

Record 3
Entry from OMol25: a cluster of 5 separate species, C20H30BF4O14 in total (ωB97M-V/def2-TZVPD).

The value obtained for the frontier orbital gap is 6.831 eV. For the electronic energy, the calculation gives -61437.5183 eV. As for the total charge: -1. The value obtained for the HOMO energy is -0.175 Eh. As for the strongest force on any atom: 0.06303 Eh/bohr.

Geometry as XYZ:
```
69
Properties=species:S:1:pos:R:3:forces:R:3
C 1.238521 -3.440164 0.198880 -0.91 1.29 0.12
C 1.207985 -2.212507 -0.837999 0.71 -0.06 -1.07
O 1.732138 -2.308778 -1.960487 -1.28 0.24 2.69
O 0.603640 -1.043945 -0.361210 0.81 -3.10 -0.51
C -0.600230 -0.674548 -1.125777 -0.29 1.44 -2.11
B -1.363276 0.541016 -0.319874 -0.12 -0.55 0.73
C -2.809876 0.126716 0.354233 -0.92 0.24 -0.45
C -3.795315 -0.690908 -0.608303 -0.44 -0.63 1.38
C -3.880645 -2.269005 -0.245006 -0.91 0.87 -0.46
C -4.422117 -2.531174 1.231250 0.17 -0.60 0.04
C -4.903311 -2.890859 -1.333108 0.72 0.54 0.80
H 0.319972 -3.303978 0.864455 1.29 -0.29 -0.81
H 1.182398 -4.441250 -0.322326 0.33 1.32 0.46
H 2.150386 -3.336497 0.861556 -1.02 -0.29 -0.82
H -0.230842 -0.229925 -2.121241 -0.36 -0.91 1.20
H -1.260052 -1.555738 -1.413921 1.04 0.54 0.64
H -1.438716 1.552743 -0.977996 -0.25 0.20 -0.59
H -0.641172 0.835665 0.602182 0.38 0.00 0.15
H -2.662188 -0.446583 1.327208 -0.33 0.67 -1.08
H -3.342164 1.117993 0.592046 0.65 -1.39 0.02
H -4.852226 -0.279741 -0.440752 1.15 -0.64 -0.45
H -3.570335 -0.599367 -1.712942 -0.03 0.04 1.31
H -2.838830 -2.700679 -0.366640 -1.24 0.27 0.23
H -4.592950 -3.652547 1.382600 0.21 1.32 -0.27
H -5.433265 -2.035512 1.433021 1.41 -0.42 -0.40
H -3.676656 -2.228061 2.042210 -1.06 -0.18 -1.20
H -4.370247 -2.863825 -2.331596 -0.76 -0.30 0.99
H -5.786331 -2.179718 -1.388197 0.96 -1.07 0.07
H -5.251516 -3.933909 -1.042095 0.46 1.18 -0.56
C 2.058591 1.860644 1.694964 0.09 -0.63 -0.85
C 1.091030 2.858597 2.242784 -0.97 -0.43 -0.15
O 1.563844 3.076490 3.561951 0.81 0.17 -0.27
C 2.907118 2.862921 3.507417 0.68 -0.01 0.59
O 3.677634 3.210475 4.353997 -0.37 -0.17 -0.40
O 3.268020 2.212678 2.367570 -0.10 0.59 0.67
F -0.145275 2.336449 2.304118 -0.09 0.47 0.36
H 1.789162 0.831762 1.943213 -0.20 0.18 0.00
H 2.171781 1.941386 0.613685 0.12 0.00 0.13
H 1.066929 3.808106 1.699941 -0.13 -0.01 0.07
C 4.867418 -0.143269 0.610618 -0.24 0.81 -0.28
C 5.401148 -1.417006 0.036490 0.39 -0.10 -0.22
O 5.297383 -2.322966 1.118302 -0.52 0.24 -0.13
C 4.243373 -1.884034 1.863072 -0.69 -0.24 0.98
O 3.692213 -2.538937 2.695088 0.42 0.35 -0.42
O 3.892827 -0.611565 1.536193 0.24 -0.86 0.06
F 6.711304 -1.291526 -0.299781 0.14 -0.11 -0.10
H 5.625343 0.428564 1.143544 0.02 -0.30 -0.12
H 4.413627 0.496705 -0.146830 -0.13 -0.07 0.15
H 4.835242 -1.798245 -0.818287 0.18 -0.03 -0.02
C 7.305621 4.440823 1.675281 0.37 0.83 0.12
C 7.247586 3.015957 2.129631 -0.47 -0.23 0.79
O 6.343660 2.424592 1.215214 0.76 0.65 -0.28
C 6.471442 3.138542 0.062129 -0.55 -0.19 -1.23
O 6.072164 2.772077 -0.999622 0.18 0.21 0.66
O 7.117701 4.318874 0.270354 -0.16 -0.53 0.02
F 6.727289 2.922755 3.373370 0.17 -0.15 0.01
H 6.502327 5.049713 2.098346 -0.03 -0.26 0.12
H 8.261645 4.912912 1.903817 -0.04 -0.04 -0.24
H 8.206314 2.490622 2.090010 -0.08 -0.05 0.11
C -7.995623 -0.218872 -4.648887 -0.32 0.21 -0.82
C -8.230124 -0.401718 -3.181196 0.05 -0.59 0.37
O -6.923224 -0.495841 -2.656056 -0.49 0.57 -0.46
C -6.135611 0.237413 -3.494127 1.78 0.48 0.28
O -5.037134 0.607426 -3.230990 -0.93 -0.22 -0.43
O -6.771673 0.502108 -4.673403 -0.13 -0.14 0.37
F -8.882293 -1.565200 -2.931682 -0.17 0.00 0.14
H -7.868857 -1.168704 -5.175580 -0.07 -0.08 0.25
H -8.793697 0.346540 -5.131692 0.20 0.10 0.00
H -8.759006 0.427839 -2.703135 -0.09 -0.17 0.06
```
Positions in Å, forces in eV/Å.

Record 4
Entry from OMol25: a cluster of 3 separate species, C2HBrNO3 in total (ωB97M-V/def2-TZVPD).

The value obtained for the frontier orbital gap is 7.429 eV. For the electronic energy, the calculation gives -79765.0024 eV. As for the total charge: -1. The calculation puts the energy above the lowest of the compared OMol25 structures with the same formula, charge and spin at 15.5 kcal per mole. The value obtained for the HOMO energy is -0.140 Eh. As for the strongest force on any atom: 0.08996 Eh/bohr.

Geometry as XYZ:
```
8
Properties=species:S:1:pos:R:3:forces:R:3
C -0.271134 2.579796 -2.968520 3.65 -0.52 -0.11
C -1.646473 0.230383 0.108603 -1.94 2.34 -1.04
N -1.484890 -0.905153 0.104493 -0.27 1.27 0.57
O 0.877245 2.525934 -3.055261 1.25 0.35 -0.67
O -1.382180 2.605255 -3.161354 -4.61 0.30 -0.18
O -1.116728 -2.005533 0.310318 0.93 -3.43 0.11
Br 0.283157 2.082192 -0.324823 0.31 0.42 0.88
H -2.223879 1.089924 -0.233495 0.67 -0.73 0.44
```
Positions in Å, forces in eV/Å.